Entry 1:
Density functional theory data (ωB97M-V/def2-TZVPD) for a structure of composition C6H13NiO3.

HOMO-LUMO gap (alpha / beta) = 7.31 / 3.93 eV
multiplicity = 4
lowest unoccupied orbital energy (alpha / beta) = -8.6 / -12.0 eV
strongest force on any atom = 4.3 eV Å⁻¹
net charge = +2
relative energy (zero: lowest compared OMol25 entry of this formula, charge and spin) = 15.2 kcal/mol

Geometry as XYZ:
```
23
C6H13NiO3, DFT ωB97M-V/def2-TZVPD
C -4.828 -0.763 -0.579
C -3.880 -0.315 0.334
C -2.448 -0.396 0.102
C -1.767 1.061 0.276
O -0.396 0.972 0.316
Ni 0.938 0.218 1.303
H -4.560 -0.899 -1.629
H -4.228 0.097 1.287
H -5.821 -1.071 -0.246
H -2.188 -0.778 -0.891
H -2.007 -1.013 0.905
H -2.128 1.468 1.229
H -2.046 1.659 -0.600
O 1.862 0.360 -0.179
C 3.197 0.418 -0.586
C 4.074 -0.495 0.257
O 5.401 -0.390 -0.218
H 0.290 0.988 -0.712
H 3.581 1.451 -0.514
H 3.274 0.115 -1.645
H 3.700 -1.531 0.181
H 4.007 -0.190 1.317
H 5.973 -0.968 0.292
```

Charges in e, computed with Mulliken, in the same order as the atoms: number 1, C, carries -0.52; number 2, C, carries 0.07; number 3, C, carries -0.26; number 4, C, carries -0.46; number 5, O, carries -0.48; number 6, Ni, carries 0.91; number 7, H, carries 0.30; number 8, H, carries 0.37; number 9, H, carries 0.33; number 10, H, carries 0.36; number 11, H, carries 0.33; number 12, H, carries 0.41; number 13, H, carries 0.30; number 14, O, carries -0.51; number 15, C, carries -0.13; number 16, C, carries -0.55; number 17, O, carries -0.49; number 18, H, carries 0.53; number 19, H, carries 0.33; number 20, H, carries 0.27; number 21, H, carries 0.31; number 22, H, carries 0.26; number 23, H, carries 0.33

=====

Entry 2:
Density functional theory data (ωB97M-V/def2-TZVPD) for a structure of composition C4H5NO3.

HOMO-LUMO gap = 10.81 eV
lowest unoccupied orbital energy = 0.4 eV
strongest force on any atom = 7.3 eV Å⁻¹
net charge = 0
relative energy (zero: lowest compared OMol25 entry of this formula, charge and spin) = 109.0 kcal/mol

Geometry as XYZ:
```
13
C4H5NO3, DFT ωB97M-V/def2-TZVPD
C 2.851 -0.389 -0.013
C 0.547 0.170 0.060
C -1.858 0.034 0.826
C -1.648 0.251 -0.577
H 3.311 -1.346 -0.833
H -2.748 -0.625 1.103
H -1.586 0.864 1.224
H -1.305 1.036 -1.174
H -2.370 -0.586 -0.943
N -0.649 -0.663 0.137
O 3.381 0.615 0.438
O 1.548 -0.785 -0.078
O 0.528 1.424 -0.168
```

Charges in e, computed with Mulliken, in the same order as the atoms: number 1, C, carries 0.23; number 2, C, carries 0.61; number 3, C, carries -0.37; number 4, C, carries -0.37; number 5, H, carries 0.22; number 6, H, carries 0.21; number 7, H, carries 0.36; number 8, H, carries 0.40; number 9, H, carries 0.19; number 10, N, carries -0.35; number 11, O, carries -0.41; number 12, O, carries -0.18; number 13, O, carries -0.55

=====

Entry 3:
Density functional theory data (ωB97M-V/def2-TZVPD) for a cluster of 2 separate species, C2H5O3 in total.

HOMO-LUMO gap (alpha / beta) = 9.06 / 9.85 eV
multiplicity = 4
lowest unoccupied orbital energy (alpha / beta) = 1.0 / -0.8 eV
strongest force on any atom = 3.0 eV Å⁻¹
net charge = 0
relative energy (zero: lowest compared OMol25 entry of this formula, charge and spin) = 0.0 kcal/mol

Geometry as XYZ:
```
10
C2H5O3, DFT ωB97M-V/def2-TZVPD
O -2.616 0.136 -0.898
O -3.576 -0.619 -0.702
C -0.035 -0.557 0.625
C 0.958 0.456 0.262
O 1.623 -0.068 -0.882
H -0.594 -0.504 1.550
H -0.018 -1.527 0.145
H 0.360 1.366 0.020
H 1.670 0.698 1.086
H 2.229 0.619 -1.207
```

Charges in e, computed with Mulliken, in the same order as the atoms: number 1, O, carries 0.03; number 2, O, carries -0.03; number 3, C, carries -1.03; number 4, C, carries 0.10; number 5, O, carries -0.51; number 6, H, carries 0.35; number 7, H, carries 0.34; number 8, H, carries 0.19; number 9, H, carries 0.27; number 10, H, carries 0.29

=====

Q: The highest net charge belongs to which entry?
A: C6H13NiO3

=====

Copy entry 2 word for word.
Density functional theory data (ωB97M-V/def2-TZVPD) for a structure of composition C4H5NO3.

HOMO-LUMO gap = 10.81 eV
lowest unoccupied orbital energy = 0.4 eV
strongest force on any atom = 7.3 eV Å⁻¹
net charge = 0
relative energy (zero: lowest compared OMol25 entry of this formula, charge and spin) = 109.0 kcal/mol

Geometry as XYZ:
```
13
C4H5NO3, DFT ωB97M-V/def2-TZVPD
C 2.851 -0.389 -0.013
C 0.547 0.170 0.060
C -1.858 0.034 0.826
C -1.648 0.251 -0.577
H 3.311 -1.346 -0.833
H -2.748 -0.625 1.103
H -1.586 0.864 1.224
H -1.305 1.036 -1.174
H -2.370 -0.586 -0.943
N -0.649 -0.663 0.137
O 3.381 0.615 0.438
O 1.548 -0.785 -0.078
O 0.528 1.424 -0.168
```

Charges in e, computed with Mulliken, in the same order as the atoms: number 1, C, carries 0.23; number 2, C, carries 0.61; number 3, C, carries -0.37; number 4, C, carries -0.37; number 5, H, carries 0.22; number 6, H, carries 0.21; number 7, H, carries 0.36; number 8, H, carries 0.40; number 9, H, carries 0.19; number 10, N, carries -0.35; number 11, O, carries -0.41; number 12, O, carries -0.18; number 13, O, carries -0.55